1.
A structure of composition C48H46IN6O7PS2SiSn. Source: the Open Molecules 2025 dataset; level of theory: wB97M-V/def2-TZVPD.

Summary:
orbital gap = 3.3 eV
relative energy (zero: lowest compared OMol25 entry of this formula, charge and spin) = 61.9 kcal per mole
2S+1 = 1
total charge = -2
strongest force on any atom = 1.467 eV/Å

Geometry as XYZ:
```
113
Properties=species:S:1:pos:R:3:lowdin_charge:R:1
Sn -0.077 0.466 -1.201 1.385
O -2.532 1.797 -0.999 -0.434
S -3.193 0.888 -1.932 0.363
O -3.525 1.460 -3.222 -0.335
O -2.504 -0.416 -2.011 -0.478
C -4.716 0.479 -1.086 -0.258
C -5.943 0.625 -1.707 -0.063
C -7.106 0.366 -0.992 -0.097
C -7.026 -0.040 0.333 -0.097
C -5.785 -0.220 0.934 -0.097
C -4.611 0.026 0.233 -0.314
P -2.893 -0.209 0.927 1.142
C -2.877 0.932 2.345 -0.297
C -1.683 0.942 3.099 -0.197
C -1.600 1.816 4.179 -0.029
C -2.607 2.740 4.441 -0.091
C -3.717 2.806 3.622 -0.099
C -3.851 1.889 2.584 -0.073
C -3.207 -1.836 1.759 -0.346
C -3.349 -2.931 0.899 -0.102
C -3.490 -4.216 1.396 -0.101
C -3.497 -4.437 2.770 -0.116
C -3.373 -3.358 3.633 -0.103
C -3.225 -2.069 3.131 -0.093
H -5.971 0.953 -2.738 0.104
H -8.073 0.489 -1.465 0.091
H -7.932 -0.221 0.900 0.091
H -5.725 -0.562 1.962 0.109
H -0.761 -0.828 2.304 0.082
H -0.713 1.817 4.799 0.104
H -2.490 3.443 5.258 0.093
H -4.469 3.572 3.771 0.090
H -4.727 1.936 1.950 0.095
H -3.334 -2.756 -0.173 0.105
H -3.580 -5.052 0.712 0.094
H -3.586 -5.443 3.162 0.088
H -3.387 -3.518 4.705 0.092
H -3.117 -1.233 3.814 0.101
O 3.673 4.302 -0.034 -0.044
C 4.060 4.313 -1.378 -0.272
N 3.592 5.483 -2.103 0.104
C 2.936 5.520 -3.303 -0.440
O 3.093 6.457 -4.073 0.037
C 1.990 4.407 -3.640 -0.119
C 1.684 4.176 -4.976 -0.013
C 0.792 3.171 -5.305 -0.045
C 0.241 2.412 -4.278 -0.119
N 0.510 2.651 -3.002 0.036
C 1.341 3.634 -2.689 -0.083
H 2.744 4.048 0.064 0.050
H 3.738 3.421 -1.915 0.098
H 5.150 4.329 -1.352 0.125
H 4.134 6.326 -1.972 0.139
H 2.146 4.802 -5.730 0.113
H 0.525 2.972 -6.334 0.099
H -0.447 1.595 -4.469 0.116
H 1.447 3.838 -1.628 0.110
C 0.209 -2.771 -4.809 -0.180
Si 1.577 -1.721 -4.034 0.176
C 2.832 -2.928 -3.287 -0.169
C 2.462 -0.889 -5.486 -0.186
O 1.057 -0.655 -2.968 -0.540
H 0.507 -3.193 -5.774 0.015
H -0.680 -2.155 -4.966 0.028
H -0.079 -3.601 -4.157 0.003
H 2.922 -3.864 -3.848 0.017
H 2.533 -3.172 -2.263 0.010
H 3.824 -2.469 -3.232 0.005
H 2.896 -1.615 -6.181 0.014
H 3.271 -0.247 -5.122 0.008
H 1.769 -0.254 -6.046 0.014
I 4.978 -0.333 2.588 0.883
C 4.344 0.111 0.649 -0.694
C 5.145 -0.222 -0.427 -0.152
C 4.682 0.077 -1.696 -0.064
C 3.443 0.685 -1.821 -0.165
N 2.680 1.011 -0.781 0.043
C 3.116 0.737 0.448 -0.201
H 6.103 -0.704 -0.278 0.089
H 5.263 -0.169 -2.575 0.102
H 3.022 0.903 -2.796 0.094
H 2.420 0.985 1.250 0.061
S 0.059 5.045 1.483 0.328
C -0.150 3.400 1.312 -0.780
N -0.058 2.229 1.309 -0.098
C 0.008 0.870 1.255 -0.396
C -0.454 0.193 2.561 -0.316
C 0.588 0.084 3.661 -0.216
C 1.550 1.075 3.855 -0.064
C 2.429 1.013 4.925 -0.134
C 2.377 -0.050 5.822 -0.126
C 1.437 -1.053 5.632 -0.112
C 0.548 -0.977 4.564 -0.066
H 1.583 1.906 3.160 0.113
H 3.165 1.797 5.056 0.096
H 3.060 -0.091 6.663 0.088
H 1.386 -1.890 6.320 0.092
H -0.200 -1.753 4.425 0.113
N 2.262 -3.304 3.055 0.193
C 1.760 -4.225 2.211 -0.496
O 1.925 -5.426 2.382 0.023
C 1.011 -3.712 1.009 -0.101
C 0.532 -4.647 0.105 -0.005
C -0.128 -4.218 -1.032 -0.041
C -0.303 -2.857 -1.219 -0.145
N 0.145 -1.955 -0.348 0.024
C 0.791 -2.364 0.738 -0.058
H 2.708 -3.639 3.891 0.110
H 2.026 -2.326 3.015 0.054
H 0.705 -5.695 0.312 0.116
H -0.494 -4.919 -1.770 0.104
H -0.808 -2.456 -2.090 0.094
H 1.145 -1.554 1.372 0.097
```

***

2.
A cluster of 2 separate species, H2NO3S3 in total. Source: the Open Molecules 2025 dataset; level of theory: wB97M-V/def2-TZVPD.

Summary:
orbital gap = 6.7 eV
relative energy (zero: lowest compared OMol25 entry of this formula, charge and spin) = 16.2 kcal per mole
2S+1 = 1
total charge = -1
strongest force on any atom = 3.244 eV/Å

Geometry as XYZ:
```
9
Properties=species:S:1:pos:R:3:lowdin_charge:R:1
N -1.745 -0.093 -0.007 -1.289
O 1.509 -1.086 -0.240 -0.332
O 2.624 0.875 0.668 -0.435
O 0.578 1.117 -0.614 -0.303
S -1.688 -1.642 0.399 0.372
S -2.923 0.971 -0.034 0.337
S 1.319 0.331 0.558 0.740
H 0.697 -1.636 -0.154 -0.047
H -0.371 1.162 -0.577 -0.043
```